No. 1
Formula: C27H58BBrN5O28P2
Source: OMol25
Level of theory: ωB97M-V/def2-TZVPD

Each line ends with the Mulliken charge.
Cartesian coordinates (Å):
H -4.711768 -1.915331 4.857369  0.214
O -9.688370 4.627459 -3.577914  -0.535
H 6.803015 -2.090140 0.732220  0.534
N 8.765666 -3.885978 1.112703  -0.477
H -3.422286 4.547388 2.022289  0.361
C -5.045294 -1.030203 4.321443  -0.646
O 12.712904 -4.163664 2.199274  -0.593
O 6.770570 -7.398987 2.285875  -0.492
H -2.884087 7.272543 -1.943595  0.256
C 0.166907 -2.043419 -3.059121  0.822
O -5.657976 0.788570 2.500786  -0.558
C -1.056400 -6.909358 0.202437  0.825
H -3.642770 6.573970 -3.377940  0.261
H 6.863862 -5.630781 -0.561057  0.348
H 1.266898 -7.033381 1.422039  0.264
H 10.815578 -2.412980 1.641314  0.349
H 9.440271 -7.940760 0.373716  0.461
C 0.554493 9.214639 0.452689  0.755
H -8.997505 8.605866 3.408314  0.218
O -4.077640 4.216426 0.075479  -0.162
C -10.637602 5.073039 -4.170507  0.801
H -4.964648 0.016190 -1.069956  0.276
H 8.149566 -7.494883 -0.719601  0.362
H -1.123004 7.321012 1.176929  0.305
H 0.463350 -2.161528 -6.263172  0.231
H 1.054083 -8.752369 1.788995  0.224
C 0.532570 -7.811208 1.631527  -0.611
H -4.475835 -0.171179 4.674032  0.299
H -2.655054 3.167992 1.174398  0.360
O 1.421911 9.709709 -0.436108  -0.318
H -5.972805 5.926128 -0.701862  0.121
O -4.889790 -0.594083 0.878727  -0.290
O -8.435886 7.540741 1.767408  -0.330
C -11.316032 6.302490 -2.324532  -0.562
B 7.313441 -8.045662 1.211950  0.719
C -6.976376 5.515185 -0.650204  -0.446
C 0.885156 -2.191047 -5.261936  -0.637
H -2.122804 5.889658 -2.785078  0.297
C 4.375198 -2.321943 0.006957  -1.100
H -7.345850 5.373550 -1.663711  0.235
P 11.151997 -6.952299 2.239804  0.502
H -0.033393 -7.569638 2.530258  0.294
O 11.750699 -7.426450 0.801620  -0.493
O -1.011864 -5.846399 0.767032  -0.546
O -2.175153 5.413149 -0.159275  -0.557
C 7.706503 -3.949681 0.328659  -0.127
H -10.360325 6.815269 -2.222572  0.248
H -1.653256 -1.740840 -0.413562  0.165
O -11.542548 5.920717 -3.682041  -0.309
H 1.373730 -3.153802 -5.115699  0.282
H -2.047100 -5.300840 -1.623683  0.171
C -3.255646 5.058812 -0.553595  0.751
C 5.474783 -3.189789 -0.702034  -0.359
H 3.556655 -2.062261 -0.675868  0.212
H -6.108448 -0.886701 4.508805  0.294
C -5.229250 0.400438 -0.087768  -0.460
H -8.240769 7.049772 3.778511  0.294
H -11.355000 5.433124 -1.669379  0.277
H 10.562223 -4.072790 4.756508  0.349
H 5.253141 -4.264705 -0.635480  0.181
O -0.928427 -1.882821 -2.319323  -0.279
H 6.781782 -8.004822 3.044664  0.306
H 12.163299 -7.524695 4.012312  0.253
C -1.510864 8.164590 0.611881  -0.327
C 8.502738 -7.386275 0.324189  -0.910
C -7.531462 6.690700 1.272838  0.758
N 7.598770 -5.243920 0.019329  -0.300
C 6.854029 -2.794739 -0.103366  0.081
Br 7.920390 -1.859812 -1.495186  -0.065
C 2.600728 10.266201 0.144880  -0.629
N 8.567675 -5.938203 0.595730  0.392
O 0.695791 9.207928 1.647363  -0.537
H 7.667504 -9.845865 0.594835  0.311
H -1.924912 8.919077 1.281383  0.353
H -0.273428 -2.829706 -0.585612  0.271
O -0.194721 -2.028626 -4.341907  -0.336
C -5.166825 -0.249529 2.139765  0.800
H 3.155282 9.505891 0.693769  0.287
H -10.450530 3.758533 -7.104251  0.221
H -6.968612 4.548982 -0.147620  0.295
C -0.695188 -1.878316 -0.908873  -0.565
H -4.665871 1.316060 0.087465  0.065
N 10.455974 -5.403959 1.988975  0.290
C 9.342367 -5.074116 1.287428  0.618
O -0.492005 8.731318 -0.216733  -0.261
H -2.298333 7.809744 -0.038713  -0.173
H -6.299718 0.601261 -0.073118  0.328
O 10.052793 -8.025725 2.850574  -0.521
O -10.967116 4.801652 -5.435502  -0.326
H -12.110476 6.987623 -2.039793  0.235
N 12.345268 -6.911373 3.220570  -0.731
H 10.494703 -8.890853 2.878503  0.385
C -10.078978 3.897949 -6.092082  -0.624
H 1.602969 -1.378026 -5.159995  0.290
H -3.234089 -6.506261 -2.139651  0.237
H -9.073553 4.314451 -6.141997  0.290
C -3.064763 6.347216 -2.485560  -0.653
H -0.041461 -1.052501 -0.629597  0.299
O 1.290631 -2.178322 -2.641946  -0.551
H -7.246546 8.431101 3.222396  0.289
H 3.220817 10.631782 -0.670059  0.220
H -10.068351 2.933067 -5.586461  0.286
H 2.350770 11.101940 0.797235  0.293
O -7.863188 6.421807 0.011192  -0.275
H 4.858358 -1.367627 0.276953  0.363
O 10.793659 -2.654581 2.582951  -0.454
O -4.804161 -1.259726 2.931854  -0.300
O 11.426473 -4.328533 4.384485  -0.429
H 4.040951 -2.813810 0.928846  0.331
O 6.897896 -9.306390 0.832001  -0.493
H 5.447932 -2.874936 -1.753163  0.353
C -3.578811 3.728405 1.322067  -0.728
C -8.203422 7.919799 3.124074  -0.629
P 11.401894 -4.110046 2.800334  0.482
H -4.328290 3.057203 1.736534  0.127
H -3.343775 -5.835375 -0.510153  0.297
O -3.840157 5.438636 -1.698809  -0.287
C -2.654262 -6.143879 -1.294847  -0.507
O -6.581857 6.246394 1.865965  -0.548
O -0.340625 -7.992185 0.518893  -0.326
H 12.045762 -8.346673 0.902442  0.367
O -1.825067 -7.215843 -0.843170  -0.319

Forces on atoms 1 to 6 (eV/Å):
H 0.0 -0.1 -0.2
O 0.0 0.0 0.0
H -0.1 -0.3 -0.2
N 1.4 2.3 1.2
H 0.1 0.0 -0.1
C 0.0 0.0 0.3

Properties
Net charge ... +1
Gap between HOMO and LUMO ... 8.18 eV
E_tot ... -6725.70742 Eh
2S+1 ... 1

---

No. 2
Formula: C27H58BCl2IN5O4
Source: OMol25
Level of theory: ωB97M-V/def2-TZVPD

Each line ends with the Mulliken charge.
Cartesian coordinates (Å):
C -1.904743 -0.671934 -0.837274  -0.235
H 1.292149 -3.451422 2.499302  0.336
H -3.526519 -1.423789 -7.039176  0.308
H -2.314800 -1.259335 -3.241620  0.346
C -5.459243 -0.889769 -6.754590  0.384
H 3.442400 -3.815752 3.785325  0.302
C 0.878523 -3.060420 5.063524  -0.858
H 0.645885 0.071747 -2.956511  0.128
H -1.164817 -0.181355 -0.200242  0.179
H 0.683589 4.475609 2.133641  0.145
H 6.104951 2.068404 4.027321  0.320
C -3.040120 -1.180750 0.056921  0.752
H 2.686503 -1.888330 -1.549353  0.360
C 1.224861 0.896910 -2.533289  -0.460
C 5.663396 2.441665 3.100746  -1.302
H -1.868048 -1.896559 1.553527  0.294
H -4.537906 0.734596 -7.867979  0.287
H 1.268740 -3.048795 6.090766  0.443
H 5.451974 1.577445 2.471191  0.309
H -2.912652 0.758341 2.423003  0.332
H 2.102669 2.263254 5.132455  -0.253
C 1.466791 5.519131 3.832012  0.262
H 1.828085 5.770263 1.736982  0.299
H 2.253196 -5.531830 4.399408  0.226
H 3.568735 0.408843 -1.674189  0.197
C 3.296901 -2.835164 4.241235  -1.705
C -1.820475 -2.098931 -2.741444  -0.828
H 0.883472 -6.317145 5.201118  0.261
H 4.387258 4.163327 2.824480  0.269
H 3.960953 -2.138077 3.731449  0.378
C 0.250151 1.063270 3.056991  -1.300
C -2.025543 2.471127 3.364858  -1.006
O 0.534648 -4.387281 4.700623  -0.391
Cl 1.509038 7.160937 4.443981  -0.260
H 1.873901 -5.143279 6.093273  0.297
H -4.139645 -2.586914 -1.187960  0.300
H -5.903458 -0.017493 -8.675091  0.358
C 3.656133 -1.038362 -3.298951  0.327
C 1.017188 5.472526 2.405602  -1.061
C 2.690977 -2.011789 -2.633121  -1.168
H -1.038995 -2.486507 -3.396262  0.317
C -5.524685 0.300868 -7.704603  -1.435
H -6.182045 1.081823 -7.317782  0.342
H -2.281564 0.073190 -1.553158  0.230
H 0.631817 1.809186 -2.601442  0.358
N 3.498394 -1.117468 -4.755950  -0.750
H -0.823571 4.015531 4.246586  0.490
H 1.147389 0.470098 2.922572  0.676
H -4.518419 1.901881 -5.020848  0.354
C -3.648365 1.260339 -5.191839  -0.782
H -2.555284 -2.894168 -2.581160  0.232
N -0.880049 0.494301 2.644383  0.020
H 4.672998 -1.371627 -3.066505  0.388
H 3.281199 1.414049 3.275864  0.439
C 3.082583 2.476652 3.117620  -0.463
N 1.441797 -2.467803 2.706867  -0.501
C 1.852489 -2.363874 4.107252  1.102
H -2.966546 2.997871 3.453598  0.408
H 1.671900 -1.870802 -2.990000  0.004
H -5.466712 -1.384394 -4.668531  0.328
H -3.280191 1.421695 -6.208217  0.253
H -5.125677 -1.722861 -0.018414  0.433
H -0.060501 -2.503076 5.059859  0.313
N -4.439656 -1.826380 -7.231059  -0.732
H 6.420620 3.052415 2.608746  0.336
C 1.440632 -5.383674 5.116371  -0.647
H 4.352249 3.512045 4.455133  0.215
H -4.557308 -0.892130 -1.475339  0.255
C -1.995683 1.207663 2.782344  -0.258
B 1.832494 2.886412 4.110651  -0.055
O -3.959791 -0.097344 -4.946622  -0.168
H 2.978847 -3.037996 -2.862769  0.397
H 4.423935 0.956292 -3.119160  0.324
O -1.209925 -1.690444 -1.535726  -0.271
Cl 2.333741 4.760883 6.204966  -0.234
H 3.600863 -2.893498 5.288705  0.380
C -4.286366 -1.619236 -0.706098  -1.573
H -2.861302 1.543615 -4.493893  0.231
H -4.471161 -2.677077 -6.677878  0.275
C 3.550689 0.396870 -2.771435  -0.456
C 4.378476 3.236535 3.397674  -0.170
C -0.827869 3.028129 3.795470  -0.331
C 0.376450 2.344484 3.636474  0.467
H 0.530982 -2.028136 2.592127  0.086
H 2.624017 -0.656951 -4.993689  0.312
N -2.610727 -2.252223 0.955279  -0.725
C 1.818606 4.463686 4.552624  0.398
H -5.989700 0.272967 -4.988187  0.412
H -3.319911 -0.335173 0.690733  -0.101
H 4.216337 -0.554814 -5.202238  0.274
C -5.269377 -0.502184 -5.283403  -0.809
I 2.707815 2.510041 0.977432  -0.079
O 2.431048 1.120896 -3.244495  -0.452
H 0.198119 6.176292 2.248094  0.408
H -6.422265 -1.407966 -6.807470  0.390
H -2.177561 -2.979325 0.392720  0.395
H 1.422111 0.689891 -1.477616  0.166
H 1.827510 -1.302389 4.372698  0.013

Forces on atoms 1 to 6 (eV/Å):
C 0.0 0.1 0.1
H 0.0 0.0 -0.1
H 0.0 0.0 0.0
H 0.0 0.0 0.0
C 0.0 0.0 -0.1
H 0.0 0.0 0.0

Properties
Net charge ... -1
Gap between HOMO and LUMO ... 7.67 eV
E_tot ... -2881.24698 Eh
2S+1 ... 1

---

Number 1: M 1053.43 g mol⁻¹. Number 2: M 725.41 g mol⁻¹.